1.
54
Properties=species:S:1:pos:R:3:forces:R:3:mulliken_charge:R:1 method="wB97M-V/def2-TZVPD" relative_energy_kj_mol=0.0 total_energy_ev=-36237.904 fmax_ev_per_a=1.16 charge=+4
Pd 0.0234 2.0694 2.7993 0.7 0.0 -0.9 1.02
C 2.8415 0.9079 3.4356 0.0 0.0 0.0 -0.84
O 1.4976 1.1651 3.9178 -0.3 0.0 0.4 -0.45
C 1.5059 1.9116 5.1865 -0.1 0.0 0.0 -0.50
C 0.0695 2.0513 5.6439 0.1 0.0 -0.1 -0.39
O -0.7241 2.5877 4.5336 -0.1 0.1 0.2 -0.45
C -1.2369 3.9559 4.4573 -0.1 0.0 -0.1 -0.36
C -2.0523 3.9503 3.1753 0.2 0.0 0.0 -0.40
O -1.2111 3.5217 2.0369 -0.4 0.0 0.5 -0.48
C -0.5925 4.6449 1.3428 0.0 0.0 0.0 -0.73
H 3.3554 0.3003 4.1781 0.0 0.0 0.0 0.34
H 3.3740 1.8472 3.2824 0.0 0.0 0.0 0.39
H 2.7512 0.3495 2.5099 0.0 0.0 0.0 0.27
H 1.9966 2.8722 5.0141 0.0 0.0 0.0 0.32
H 2.0755 1.3393 5.9202 0.0 0.0 0.0 0.49
H -0.0275 2.6903 6.5203 0.1 0.1 0.0 0.40
H -0.3699 1.0780 5.8543 0.0 0.0 0.0 0.31
H -0.4063 4.6631 4.4510 0.0 0.0 0.0 0.28
H -1.8798 4.1408 5.3185 0.0 0.0 0.0 0.44
H -2.4715 4.9309 2.9559 0.0 0.0 0.0 0.47
H -2.8540 3.2176 3.2385 0.0 0.0 0.0 0.26
H -1.3908 5.2531 0.9227 0.0 0.0 0.0 0.32
H 0.0091 4.2346 0.5384 0.0 0.0 0.0 0.28
H 0.0198 5.2323 2.0263 0.0 0.0 0.0 0.37
C -0.3824 -6.9351 -5.7743 0.0 0.0 0.0 -1.24
C -0.6747 -5.6884 -5.1227 0.0 0.0 0.0 0.92
C 0.3421 -5.0079 -4.3237 0.0 0.0 0.0 -1.04
C 0.0876 -3.8308 -3.7383 0.0 0.0 0.0 -0.07
C -1.2320 -3.2106 -3.9201 0.0 0.0 -0.1 1.34
N -1.5026 -2.0319 -3.4627 0.0 0.0 0.0 -0.05
C -0.5405 -0.9514 -2.9518 0.1 0.0 0.0 0.15
O -0.1326 -0.2241 -3.7893 0.1 -0.1 0.0 -0.41
N -0.3357 -0.9727 -1.6170 -0.2 0.1 0.0 -0.13
C 0.3995 0.0742 -0.9630 0.0 0.0 0.0 0.46
C 1.4951 0.6824 -1.5680 0.0 0.0 0.0 0.06
C 2.1569 1.6844 -0.8813 0.0 0.0 0.0 -1.22
C 1.7213 2.0470 0.3785 0.0 0.0 0.0 -0.45
N 0.6691 1.4544 0.9616 0.0 -0.1 -0.1 0.26
C 0.0124 0.4827 0.3056 0.0 0.0 0.0 -0.47
C -2.2733 -3.9191 -4.6902 0.0 0.0 0.0 -0.48
C -1.9967 -5.0980 -5.2587 0.0 0.0 0.0 -0.79
H 0.6342 -7.2982 -5.6666 0.0 0.0 0.0 0.40
H -0.6916 -6.8820 -6.8362 0.0 0.0 0.0 0.43
H -1.1115 -7.6896 -5.4053 0.0 0.0 0.0 0.43
H 1.3144 -5.4767 -4.2330 0.0 0.0 0.0 0.41
H 0.8439 -3.3117 -3.1626 0.0 0.0 0.0 0.48
H -2.3983 -1.6217 -3.7422 -0.1 0.0 0.1 0.31
H -0.9455 -1.5449 -1.0481 0.1 -0.1 0.0 0.30
H 1.8328 0.3920 -2.5522 0.0 0.0 0.0 0.51
H 3.0118 2.1820 -1.3181 0.0 0.0 0.0 0.49
H 2.2223 2.8229 0.9424 0.0 0.0 0.0 0.69
H -0.8354 0.0389 0.8137 0.0 0.0 0.0 0.41
H -3.2492 -3.4564 -4.7948 0.0 0.0 0.0 0.42
H -2.7440 -5.6250 -5.8410 0.0 0.0 0.0 0.52

***

2.
44
Properties=species:S:1:pos:R:3:forces:R:3:mulliken_charge:R:1 method="wB97M-V/def2-TZVPD" relative_energy_kj_mol=140.6 total_energy_ev=-43934.898 fmax_ev_per_a=5.57 smiles="CSc1ccc2c(c1)C(=O)N(C[C@@]1(C#Cc3cccnc3)NC(=O)NC1=O)C2"
O -1.1387 -1.7152 0.3623 0.2 1.2 0.9 -0.68
O -0.0197 2.0820 6.1695 -1.1 0.1 2.0 -0.56
O 1.9202 2.4569 2.2006 -0.6 -2.7 1.6 -0.57
C -1.6683 1.6265 1.3468 -2.8 1.8 -3.0 0.31
C -0.7944 1.3198 2.0621 2.5 -1.1 1.7 -1.32
N -3.4864 2.1279 -1.7737 0.3 -0.3 -2.8 -0.63
S 0.8134 -3.3158 -4.6632 0.2 -0.5 -0.3 -0.09
C -0.0279 -1.2520 0.1921 1.9 -2.0 0.2 0.23
C 0.2493 1.7538 5.0680 -0.7 -1.1 -0.3 0.23
C 1.3498 1.8209 3.1050 0.1 4.4 -3.4 0.40
C -4.7654 2.3760 -1.4313 1.8 -0.3 2.8 -0.19
C -2.4090 1.9206 -0.9955 -2.0 0.2 0.3 -0.16
C -5.0019 2.4339 -0.0241 -0.3 -0.2 -2.0 -0.50
C -3.9409 2.2253 0.8386 -1.5 1.2 0.4 -0.42
C 2.4896 -1.6724 -3.1737 -1.2 -0.8 -2.1 -0.03
C 0.3434 -2.2680 -2.1516 2.7 1.6 -0.5 -0.88
C 2.8385 -0.9472 -2.1165 1.5 1.1 2.9 -1.25
C -2.6799 2.0452 0.3623 2.6 -1.9 1.1 0.15
C 1.2349 -2.2911 -3.2961 -0.6 -0.7 2.2 0.52
C 0.7779 -1.5185 -0.9959 -0.2 -0.5 -4.1 0.13
C 2.0367 -0.9100 -0.9796 -1.3 -1.4 -0.2 0.33
N 1.1807 2.4644 4.3257 0.1 -1.9 -0.4 -0.32
N 0.9438 -0.7352 1.0646 0.1 0.2 1.2 0.50
N -0.2669 0.7208 4.3042 1.0 -0.1 -0.3 -0.17
C 2.4425 -3.7752 -5.4002 -0.5 1.9 0.9 -0.92
C 2.2726 -0.4527 0.4055 -0.8 2.0 0.1 -0.32
C 0.6504 -0.6442 2.4966 0.3 -0.5 0.1 -1.91
C 0.2341 0.7475 2.9262 -0.6 0.3 1.1 2.61
H -5.6332 2.5045 -2.1340 1.5 -0.2 0.3 0.32
H -1.3870 1.5604 -1.3427 -1.6 0.8 -0.1 0.35
H -6.0356 2.5734 0.2287 -0.2 0.1 0.8 0.38
H -4.0225 2.3199 1.9139 -0.4 -0.2 0.0 0.42
H 3.2457 -1.7417 -3.9288 -0.1 -0.2 -0.6 0.31
H -0.5490 -2.8428 -2.1721 -0.8 -0.1 0.1 0.53
H 3.8537 -0.5391 -2.1040 -0.4 0.1 0.2 0.37
H 0.8297 3.3990 4.2977 0.9 1.1 -0.3 0.31
H -1.0756 0.1546 4.4951 0.0 0.2 0.5 0.24
H 3.1569 -4.1535 -4.6933 0.0 -0.5 0.5 0.34
H 2.2665 -4.4373 -6.2025 -0.3 -0.9 -0.7 0.37
H 2.8516 -2.8576 -5.8027 0.2 0.1 -0.3 0.27
H 3.1209 -0.9285 0.9023 -0.3 -0.1 0.1 0.33
H 2.4810 0.6519 0.2955 -0.3 -0.9 0.9 0.23
H 1.4179 -0.8615 3.2580 0.7 -0.4 -1.1 0.29
H -0.0994 -1.4258 2.7603 -0.1 0.9 -0.5 0.49